The following is a DFT calculation (the ωB97M-V functional and the def2-TZVPD basis) of one molecule with the formula C4H7N3.

Structure (XYZ):
```
14
C4H7N3 (the ωB97M-V functional and the def2-TZVPD basis)
N -2.33320 -0.52886 -0.28844
N -0.71883 1.30096 0.17742
N 2.37704 -0.58770 0.00865
C -0.07716 -0.84189 0.26149
C 0.68911 1.25814 0.04547
C -1.15043 0.01764 0.16940
C 1.08535 -0.04846 0.07637
H -0.13797 -1.73072 0.87128
H 2.40642 -1.40586 -0.59079
H -3.24426 -0.28293 0.08243
H -1.96708 -1.47758 -0.41510
H 1.28012 2.15737 0.05267
H 3.05923 0.08927 -0.30320
H -1.26833 2.08063 -0.14766
```

calculated total energy = -320.8420 hartree
relative energy (zero: lowest compared OMol25 entry of this formula, charge and spin) = 1.125 eV
HOMO energy = -7.00 eV
SMILES = Nc1c[nH]c(N)c1